HOS3 | ωB97M-V/def2-TZVPD

Calculated values
⟨S²⟩: 2.010
Highest occupied orbital energy (alpha / beta) (eV): -2.150 / -4.406
Total energy (eV): -34568.670
Total charge: -1
Spin multiplicity: 3
Energy above the lowest of the compared OMol25 structures with the same formula, charge and spin (kcal/mol): 2.79

Cartesian coordinates (Å):
1 O 1.455 0.032 -1.147
2 S -0.327 -1.480 0.608
3 S -0.373 2.175 -0.740
4 S 0.793 0.733 -0.052
5 H -1.548 -1.460 1.331